Entry 1:
C13H33NO5P | ωB97M-V/def2-TZVPD

As for the total charge: -1. As for the HOMO energy: -4.32 eV. As for the energy above the lowest of the compared OMol25 structures with the same formula, charge and spin: 25.6 kcal per mole.

Geometry as XYZ:
```
53
Properties=species:S:1:pos:R:3:forces:R:3:mulliken_charge:R:1
N 0.181390 1.728299 1.460270 -0.55 0.55 -0.56 -0.67
P 0.618443 3.142986 0.834040 -0.21 -2.20 0.37 0.32
C 2.382469 3.190255 0.140561 6.98 0.60 -0.15 0.51
O 2.634357 3.385591 -1.104887 -2.33 -0.53 2.73 -0.65
O 3.461276 3.050678 1.006214 -5.62 0.39 -2.36 -0.68
H -0.653032 1.352202 0.971304 0.94 0.35 0.33 0.12
H -0.308443 3.462987 -0.210280 0.64 0.60 0.25 0.03
H 0.525009 4.149033 1.842517 0.26 0.21 -0.61 0.04
C -1.969994 -2.635295 0.026930 0.09 -0.25 -0.04 -0.97
C -1.852061 -1.218322 -0.503352 0.07 0.03 0.01 -0.10
O -0.575686 -0.915724 -1.041061 0.05 0.06 -0.04 -0.36
C -0.150894 -1.697215 -2.147182 -0.04 0.08 0.09 -0.35
C -1.065985 -1.592459 -3.354908 -0.20 0.06 -0.02 -1.01
H -1.188078 -2.836783 0.764363 -0.07 0.10 -0.02 0.32
H -2.944657 -2.788822 0.498245 0.04 0.04 -0.05 0.26
H -1.861946 -3.375617 -0.770422 -0.11 0.02 0.03 0.26
H -2.011279 -0.522007 0.325363 0.22 0.04 -0.14 0.15
H -2.635240 -1.006682 -1.239291 -0.07 -0.10 -0.03 0.26
H -0.020666 -2.740700 -1.840196 -0.06 -0.08 -0.07 0.28
H 0.841225 -1.331116 -2.423476 -0.10 0.12 0.23 0.36
H -2.062895 -1.987021 -3.144464 0.05 -0.07 -0.05 0.24
H -0.649582 -2.150114 -4.197039 -0.01 0.01 0.05 0.39
H -1.184232 -0.547529 -3.655706 0.07 -0.08 0.04 0.28
C -6.378823 -2.154437 2.423131 -0.21 -0.17 0.01 -1.09
C -5.984689 -1.200347 1.310600 0.09 0.00 0.09 -0.28
O -6.184090 -1.730011 0.008549 0.08 -0.05 -0.20 -0.37
C -7.517031 -2.078480 -0.337191 0.05 0.04 0.06 -0.35
C -8.484780 -0.909130 -0.289154 0.03 0.17 0.08 -1.02
H -5.855673 -3.108648 2.315162 0.03 0.11 0.01 0.28
H -6.132894 -1.728077 3.398929 0.01 -0.01 -0.10 0.40
H -7.450786 -2.369435 2.410833 0.04 0.07 0.08 0.27
H -4.915455 -0.986736 1.397544 -0.10 -0.04 -0.24 0.27
H -6.500597 -0.240218 1.414245 -0.06 -0.01 0.05 0.33
H -7.863706 -2.903523 0.294167 -0.09 0.03 0.05 0.30
H -7.482064 -2.465994 -1.358874 0.22 0.05 0.10 0.31
H -8.590052 -0.510692 0.722382 -0.08 -0.06 -0.04 0.26
H -9.472600 -1.218564 -0.637950 0.05 -0.01 0.03 0.39
H -8.131763 -0.093766 -0.926992 -0.02 -0.10 0.02 0.29
C 8.562330 1.261554 1.994239 -0.23 -0.19 0.03 -1.01
C 8.969748 2.218009 0.888501 -0.02 0.00 -0.04 -0.35
O 8.787178 1.692137 -0.415677 0.39 -0.07 -0.09 -0.43
C 7.454071 1.342842 -0.777783 -0.27 0.19 -0.01 -0.38
C 6.484261 2.509716 -0.737049 0.14 0.03 0.07 -0.89
H 9.087441 0.307481 1.890867 0.04 0.09 0.00 0.28
H 8.795962 1.686191 2.974231 -0.01 0.00 -0.08 0.38
H 7.491180 1.046608 1.968062 0.06 0.11 0.07 0.26
H 10.038474 2.432572 0.988089 -0.05 -0.06 -0.22 0.32
H 8.451664 3.177203 0.988268 -0.10 -0.04 0.06 0.33
H 7.101712 0.515964 -0.152213 -0.06 0.04 0.05 0.30
H 7.500794 0.957501 -1.800265 0.27 0.02 0.09 0.33
H 6.367003 2.905145 0.273517 -0.25 -0.09 -0.08 0.22
H 5.500796 2.200722 -1.096338 -0.01 0.12 0.18 0.35
H 6.842890 3.327787 -1.369370 0.01 -0.10 -0.02 0.28
```
Positions in Å, forces in eV/Å.

Entry 2:
C2H10NO | ωB97M-V/def2-TZVPD

As for the total charge: +1. As for the HOMO energy: -14.26 eV. As for the energy above the lowest of the compared OMol25 structures with the same formula, charge and spin: 39.8 kcal per mole.

Geometry as XYZ:
```
14
Properties=species:S:1:pos:R:3:forces:R:3:mulliken_charge:R:1
C 2.638430 1.041266 -0.218508 -1.34 4.14 -1.69 -0.56
O 1.293563 0.661174 -0.195586 -1.52 -2.40 1.08 -0.53
H 0.697103 1.250164 -0.616581 -0.11 1.28 -0.60 0.30
H 3.206062 0.265415 0.091423 1.88 -2.76 0.10 0.28
H 2.793563 1.504052 -1.234589 0.83 -0.84 1.06 0.23
H 2.824764 1.800997 0.537858 -0.08 0.42 -0.02 0.25
C -2.218721 -0.309802 0.233560 -2.73 -1.98 1.73 -0.71
N -1.054491 -1.281867 0.127012 -0.43 1.02 3.04 -0.23
H -0.149059 -0.872477 -0.134065 0.28 0.51 0.26 0.28
H -1.002032 -1.665629 1.123562 0.55 0.15 -1.98 0.41
H -1.256119 -1.992435 -0.520341 -0.36 -1.47 -0.93 0.37
H -2.715711 -0.429822 1.312796 1.56 0.81 -2.30 0.30
H -3.056794 -0.633443 -0.413220 0.73 -0.18 0.07 0.32
H -2.000556 0.662408 -0.093319 0.74 1.30 0.17 0.28
```
Positions in Å, forces in eV/Å.

Entry 3:
F3NO3Pt | ωB97M-V/def2-TZVPD

As for the total charge: -1. As for the HOMO energy (alpha / beta): -5.87 / -6.10 eV. Its spin multiplicity is 4.

Geometry as XYZ:
```
8
Properties=species:S:1:pos:R:3:forces:R:3:mulliken_charge:R:1
Pt -1.148137 -0.509290 1.136501 0.69 -4.40 -0.45 1.14
N 1.011142 1.373340 -0.914719 -1.72 -3.88 -3.77 1.14
O 0.410173 0.967840 -0.038859 -3.34 -4.15 5.21 -0.39
O 1.384212 2.430540 -0.920139 4.72 8.95 -1.31 -0.50
O 1.093832 0.726760 -2.030089 0.36 -0.70 0.06 -0.29
F -0.815218 -1.513280 -0.695629 -0.21 1.02 0.71 -0.65
F 0.858562 -1.257980 2.034031 -1.86 1.10 -0.57 -0.73
F -2.794568 -2.217930 1.428901 1.36 2.05 0.12 -0.71
```
Positions in Å, forces in eV/Å.